Record 1
122
Properties=species:S:1:pos:R:3:forces:R:3 method="wB97M-V/def2-TZVPD" homo_ev=-9.75 molar_mass_g_mol=1092.92 lumo_ev=-0.8 fmax_ev_per_a=4.66 smiles="COC[C@](OC)(OC#N)C(F)(F)C(F)F.O=[N+]([O-])c1ccccc1.O=[N+]([O-])c1ccccc1.O=[N+]([O-])c1ccccc1.O=[N+]([O-])c1ccccc1.O=[N+]([O-])c1ccccc1.O=[N+]([O-])c1ccccc1.O=[N+]([O-])c1ccccc1"
C 0.601446 3.198143 2.198966 0.086 0.663 -0.001
O 0.268487 1.809010 2.304735 -0.036 -0.396 -0.602
C 0.985588 1.049120 1.335971 1.029 1.065 -0.683
C 0.067024 0.058205 0.592368 -1.269 0.776 1.014
O -0.418174 -1.031277 1.321747 0.414 0.655 0.190
C 0.188075 -1.234703 2.607907 -0.057 -1.071 0.592
O 0.627817 -0.447460 -0.636730 0.846 -0.485 0.078
C 1.826497 -0.945288 -0.411523 -4.141 2.000 -0.780
N 2.879378 -1.054957 -0.035025 3.821 -1.273 0.902
C -1.212022 0.875810 0.145783 -0.160 -1.936 -0.908
F -0.920544 2.115613 -0.271785 0.073 0.058 0.242
F -1.695997 0.210411 -0.952096 -0.046 0.365 0.221
C -2.364209 0.850239 1.213365 0.115 1.702 0.255
F -3.391714 0.095246 0.781842 0.540 -0.103 0.231
F -2.847818 2.137950 1.287170 0.073 -0.314 0.009
H 1.676968 3.390359 2.408331 -1.083 -0.285 -0.060
H -0.042420 3.749417 2.907066 0.499 -0.396 -0.141
H 0.388238 3.615460 1.193303 -0.041 -0.470 0.304
H 1.921340 0.615974 1.737000 -0.662 -0.080 0.036
H 1.325723 1.784886 0.572154 -0.108 -0.713 0.074
H 1.269343 -1.415319 2.491708 -0.390 0.307 0.216
H -0.245156 -2.170548 3.010816 0.129 0.455 -0.432
H -0.051889 -0.448125 3.347801 0.314 -0.074 -0.618
H -2.040333 0.603001 2.232481 -0.117 -0.352 -0.506
C -1.644491 7.302950 -1.933819 -0.041 0.015 0.220
C -1.366187 5.943487 -1.922261 0.000 0.174 0.029
C -0.059027 5.505085 -1.779434 -0.067 -0.302 0.030
C 0.957040 6.437435 -1.643303 -0.392 0.130 -0.034
C 0.690518 7.797988 -1.658619 0.073 0.260 0.034
C -0.618028 8.228659 -1.805494 -0.074 -0.178 0.184
N 2.338514 5.973730 -1.467602 0.204 -0.064 0.026
O 2.538655 4.770518 -1.478723 -0.036 0.193 -0.017
O 3.205048 6.814554 -1.318244 -0.138 -0.150 -0.033
H -2.667209 7.643035 -2.041024 0.049 -0.009 -0.037
H -2.169003 5.224094 -2.022174 0.064 -0.009 0.003
H 0.149789 4.443238 -1.772457 0.153 0.079 0.046
H 1.485058 8.524467 -1.556800 0.082 -0.170 0.014
H -0.839554 9.287854 -1.817518 0.047 -0.035 -0.031
C -5.621366 -1.792467 1.501007 -0.066 0.018 -0.045
C -6.164795 -1.499818 2.745831 0.030 -0.140 -0.124
C -6.873074 -2.469014 3.440375 -0.032 0.161 0.212
C -7.026025 -3.727243 2.879368 0.230 0.296 -0.215
C -6.494685 -4.028918 1.634988 0.047 -0.166 -0.181
C -5.789754 -3.054499 0.944394 -0.084 0.136 0.120
N -7.754410 -4.763239 3.622660 -0.139 -0.173 0.129
O -8.224718 -4.459800 4.704276 0.082 -0.041 -0.188
O -7.843480 -5.866920 3.116591 0.011 0.196 0.071
H -5.065305 -1.035858 0.964541 -0.190 -0.173 0.064
H -6.033205 -0.515023 3.176460 -0.034 -0.042 0.008
H -7.293313 -2.234376 4.408687 -0.041 -0.189 -0.031
H -6.619339 -5.010392 1.197186 -0.074 -0.011 0.169
H -5.367852 -3.279557 -0.025685 0.013 -0.036 0.067
C -7.444515 -7.398241 -3.412808 0.019 0.033 0.031
C -7.452911 -6.096496 -2.926677 0.066 -0.139 -0.035
C -6.302162 -5.553720 -2.376480 -0.099 0.224 0.054
C -5.150002 -6.323464 -2.323081 -0.353 -0.158 -0.178
C -5.132983 -7.624839 -2.797978 0.099 -0.196 -0.023
C -6.287590 -8.162761 -3.344853 -0.205 0.151 0.166
N -3.921725 -5.745415 -1.763779 0.181 0.046 0.080
O -3.974737 -4.604727 -1.336496 0.039 -0.206 -0.088
O -2.920307 -6.435583 -1.760958 -0.170 0.132 0.001
H -8.343552 -7.817948 -3.847654 0.038 0.010 0.022
H -8.357081 -5.503532 -2.979915 0.054 0.009 0.029
H -6.315893 -4.539805 -2.000457 0.161 -0.054 0.002
H -4.233721 -8.224801 -2.750565 0.047 0.165 0.081
H -6.285545 -9.175322 -3.720936 0.016 0.038 0.032
C 2.496906 4.835556 -7.131153 0.008 -0.006 -0.012
C 2.031806 5.841104 -7.969476 0.002 -0.085 0.150
C 1.096880 6.754259 -7.506382 -0.002 0.138 -0.224
C 0.640112 6.651315 -6.201976 0.313 -0.287 -0.143
C 1.091240 5.648125 -5.358942 -0.003 -0.093 0.232
C 2.024208 4.736563 -5.828934 0.019 0.047 -0.146
N -0.330818 7.630223 -5.698663 -0.161 0.152 0.052
O -0.722213 8.488495 -6.467356 0.065 -0.152 0.131
O -0.685241 7.528858 -4.536148 0.108 0.006 -0.562
H 3.231564 4.126861 -7.494033 -0.035 0.024 0.014
H 2.401166 5.914641 -8.984282 -0.041 0.025 0.033
H 0.739139 7.534558 -8.163948 -0.082 0.031 0.167
H 0.729347 5.567471 -4.343096 -0.090 0.145 -0.075
H 2.386141 3.950473 -5.178519 -0.037 0.052 0.016
C 7.729644 2.862782 3.321775 -0.038 0.059 -0.074
C 7.114100 4.058931 2.976664 0.016 -0.180 0.066
C 5.744442 4.207080 3.136930 -0.033 0.266 -0.075
C 5.006162 3.151255 3.647012 0.432 -0.028 -0.057
C 5.609273 1.948859 3.987742 -0.035 -0.232 0.098
C 6.977637 1.807037 3.822832 -0.084 0.126 -0.258
N 3.561836 3.312103 3.840909 0.033 0.109 0.131
O 3.057927 4.374899 3.513295 0.347 -0.107 0.275
O 2.943521 2.378513 4.319565 0.033 0.157 -0.113
H 8.800150 2.751844 3.201732 -0.045 -0.015 0.030
H 7.703059 4.878474 2.585172 -0.063 -0.011 0.000
H 5.271547 5.141217 2.866297 -0.131 -0.110 0.060
H 5.030403 1.124143 4.381139 -0.101 0.126 -0.027
H 7.458944 0.876516 4.087681 -0.066 0.017 -0.024
C -0.186976 -10.212967 -6.124007 0.016 -0.004 -0.006
C -0.782982 -9.011878 -6.486313 0.001 -0.154 0.056
C -2.143468 -8.826855 -6.295531 -0.009 0.251 -0.086
C -2.893318 -9.850286 -5.737580 0.459 -0.056 -0.025
C -2.311199 -11.055797 -5.378693 -0.041 -0.240 0.114
C -0.950642 -11.234997 -5.574881 0.023 0.153 -0.064
N -4.328885 -9.648449 -5.511285 -0.117 0.072 -0.103
O -4.812055 -8.585883 -5.854490 0.086 -0.285 -0.038
O -4.953740 -10.556248 -4.987716 0.101 0.124 -0.118
H 0.877421 -10.352729 -6.269156 -0.045 0.004 0.001
H -0.185366 -8.217919 -6.915106 -0.057 -0.009 0.015
H -2.601223 -7.889262 -6.579568 -0.132 -0.100 0.084
H -2.899495 -11.854278 -4.947765 -0.115 0.144 -0.024
H -0.483598 -12.170731 -5.296176 -0.054 0.023 0.002
C 6.775982 3.661011 9.990798 -0.006 0.009 0.017
C 7.711795 4.193071 9.113067 -0.099 -0.116 0.054
C 8.143734 3.450404 8.025094 0.150 0.189 -0.101
C 7.627685 2.179565 7.826033 -0.167 0.259 0.323
C 6.698949 1.635273 8.698864 -0.161 -0.208 0.048
C 6.273398 2.382419 9.786393 0.095 0.132 -0.039
N 8.063771 1.400995 6.662285 0.164 -0.105 -0.037
O 8.893456 1.900718 5.924315 -0.031 -0.149 0.280
O 7.566465 0.301348 6.495823 0.092 0.183 0.016
H 6.436115 4.245687 10.837091 0.019 -0.027 -0.030
H 8.102535 5.189239 9.275858 0.009 -0.045 -0.036
H 8.872355 3.870548 7.345476 -0.050 -0.166 -0.072
H 6.301321 0.641710 8.543679 0.113 0.036 -0.145
H 5.546360 1.969643 10.473719 0.027 -0.018 -0.049

Record 2
115
Properties=species:S:1:pos:R:3:forces:R:3 method="wB97M-V/def2-TZVPD" s_squared=0.79 homo_ev="0.20 / -2.15" molar_mass_g_mol=1143.13 lumo_ev="3.0 / 3.0" total_charge=-2 fmax_ev_per_a=0.61 spin_multiplicity=2 relative_energy_kcal_mol=7.70
K 0.489715 -0.245789 -0.041289 -0.576 -0.188 0.000
O 1.278840 -2.386155 -1.019497 0.078 -0.458 -0.032
N 0.699237 -3.538285 -0.847202 -0.202 0.112 -0.231
C -0.053429 -4.015910 -1.877927 0.231 0.107 0.253
C -0.690666 -5.227158 -1.825863 0.008 0.043 -0.017
C -0.553981 -5.995801 -0.667645 0.049 0.025 0.052
C 0.176319 -5.490450 0.381317 -0.042 0.013 -0.149
C 0.785657 -4.216055 0.349328 -0.017 -0.089 0.090
S 1.547059 -3.525859 1.713920 0.068 0.035 -0.047
H -0.082906 -3.322078 -2.705567 -0.065 -0.086 -0.046
H -1.290993 -5.540575 -2.668645 -0.004 -0.024 0.013
H -1.035955 -6.962464 -0.575291 0.002 0.027 -0.028
H 0.278759 -6.045172 1.302079 0.000 0.003 0.023
Cl 7.570495 2.276608 -1.000126 0.070 0.008 -0.037
C 5.913272 2.080317 -0.477123 -0.111 -0.012 -0.039
C 5.610523 2.161869 0.881956 -0.128 -0.025 -0.038
C 4.313243 2.013360 1.293523 0.001 0.104 0.152
Cl 3.981028 2.216092 2.995279 -0.082 -0.035 0.085
C 3.187077 1.741436 0.426466 0.150 0.111 -0.404
O 2.014445 1.609027 0.850632 0.366 0.191 0.126
C 3.574737 1.699755 -0.972424 0.105 -0.006 0.003
C 2.643937 1.503438 -2.082444 -0.162 0.126 0.014
O 1.478307 1.172623 -2.048899 0.058 0.111 0.056
C 4.904493 1.873551 -1.380745 0.028 0.015 0.084
H 6.390888 2.355102 1.604864 -0.011 0.001 0.030
H 3.099110 1.726894 -3.071387 0.089 -0.105 -0.005
H 5.130142 1.836783 -2.440920 -0.002 -0.003 0.012
S -1.008990 3.019836 -5.249809 -0.014 0.005 -0.011
C -1.478025 3.699796 -6.765784 -0.017 0.033 -0.079
C -2.526300 3.015744 -7.303609 0.006 0.025 -0.009
C -2.970273 1.940110 -6.496088 0.010 -0.040 0.048
C -2.250931 1.796433 -5.317692 -0.064 -0.048 -0.019
C -2.435781 0.829221 -4.274504 0.056 0.013 0.101
C -1.674159 0.864227 -3.077753 -0.020 0.042 0.012
N -1.782328 0.048319 -2.063188 0.058 0.071 -0.177
C -2.703438 -0.973033 -2.157399 -0.030 0.015 0.016
C -3.523698 -1.112031 -3.315761 0.005 0.030 -0.036
C -4.461920 -2.207141 -3.356689 -0.051 -0.048 -0.031
C -4.559587 -3.094196 -2.345623 -0.067 -0.014 -0.072
C -3.732321 -2.984063 -1.179531 0.023 -0.073 0.093
C -3.764006 -3.917846 -0.150392 0.069 0.171 -0.072
C -2.909183 -3.786528 0.939427 -0.032 0.026 -0.092
C -2.061704 -2.652426 0.943587 -0.039 0.012 0.031
N -2.012504 -1.744857 0.000329 0.025 -0.190 0.138
C -2.811916 -1.897976 -1.096193 -0.005 -0.002 -0.070
C -2.842901 -4.740731 2.037647 0.097 0.050 0.031
C -1.830417 -4.912112 2.947937 0.009 -0.041 -0.020
C -2.096104 -5.952259 3.878338 0.021 -0.010 0.041
C -3.295233 -6.565486 3.675829 0.074 -0.013 0.083
S -4.121785 -5.867701 2.342171 -0.053 -0.010 -0.003
C -3.393536 -0.214856 -4.359875 0.035 -0.002 0.078
H -0.960291 4.555502 -7.173320 -0.021 -0.072 0.059
H -2.975455 3.277204 -8.254911 0.020 -0.012 0.043
H -3.796900 1.292251 -6.756071 0.045 0.048 0.002
H -0.909501 1.634804 -2.964133 -0.034 -0.055 -0.027
H -5.089582 -2.303284 -4.238164 0.011 -0.010 0.024
H -5.265626 -3.918559 -2.398787 0.021 0.021 -0.007
H -4.448833 -4.756635 -0.235620 0.020 -0.045 0.051
H -1.401084 -2.482552 1.791180 -0.058 -0.039 -0.090
H -0.894999 -4.358509 2.912772 -0.114 -0.018 0.002
H -1.406377 -6.235900 4.663892 -0.042 0.003 -0.042
H -3.727540 -7.379844 4.238158 -0.005 0.050 -0.071
H -4.018660 -0.333138 -5.237912 0.008 0.008 -0.001
C -0.731587 -0.180113 9.672401 -0.016 -0.020 0.024
C -0.968256 1.020794 8.769775 -0.064 0.101 0.014
S -0.179152 0.770832 7.185781 -0.078 0.079 0.072
O 1.245248 0.724910 7.407226 0.057 0.029 -0.008
O -0.830531 -0.333680 6.533669 -0.038 -0.027 -0.009
C -0.572174 2.278942 6.324283 0.025 0.072 -0.015
C -0.043836 2.310951 4.891721 -0.029 -0.015 -0.021
N -0.777425 1.470718 3.959913 0.052 -0.042 -0.205
C -0.271597 0.378284 3.325404 -0.030 0.132 0.328
N -1.118600 -0.098946 2.433744 -0.013 -0.165 -0.290
C -2.206315 0.693957 2.436050 0.137 -0.006 0.172
C -2.030042 1.671880 3.384288 0.031 0.102 -0.068
N -2.894501 2.725904 3.704976 -0.470 0.078 0.304
O -3.991751 2.760966 3.158620 0.459 0.092 0.094
O -2.527294 3.552387 4.552451 -0.144 -0.090 -0.335
C 1.062818 -0.213867 3.584555 0.021 -0.003 -0.043
H -1.228299 -0.011684 10.627774 0.004 -0.032 0.018
H 0.332099 -0.326524 9.857394 -0.013 0.001 -0.041
H -1.138914 -1.087122 9.226058 0.029 0.029 -0.009
H -0.549251 1.935850 9.194506 0.017 -0.043 -0.045
H -2.032194 1.177337 8.576422 0.071 -0.034 -0.043
H -0.105295 3.090025 6.887545 0.024 -0.074 0.021
H -1.652459 2.421291 6.347856 0.051 -0.089 -0.032
H 0.999328 2.002853 4.848546 0.017 -0.071 0.042
H -0.093044 3.340057 4.546587 0.011 0.031 -0.007
H -3.043243 0.540090 1.770894 0.063 0.007 0.061
H 1.207974 -0.439715 4.642020 -0.012 0.029 0.000
H 1.849419 0.460704 3.237915 -0.012 0.002 0.011
H 1.129829 -1.140414 3.008868 0.006 0.039 0.052
C 0.205237 4.090330 -1.417677 -0.071 -0.088 0.025
As -0.765524 3.048076 -0.067362 0.130 -0.073 0.067
C -2.501817 3.945264 -0.265377 0.030 0.031 -0.014
C -0.040011 4.003106 1.526561 0.050 0.109 -0.008
C -0.060885 5.491824 1.469033 -0.013 0.016 -0.018
C -1.186544 6.214677 1.875503 0.070 0.016 0.000
C -1.219860 7.599011 1.783022 -0.015 -0.039 0.009
C -0.128507 8.294908 1.280044 -0.021 0.033 0.000
C 0.996627 7.591152 0.872515 0.028 -0.042 0.008
C 1.029925 6.206888 0.967155 -0.044 0.003 0.030
H -0.033986 5.152152 -1.347318 0.013 -0.016 -0.020
H -0.072225 3.709411 -2.399474 0.026 0.050 -0.037
H 1.275535 3.935793 -1.276151 -0.018 0.000 0.000
H -2.410587 5.025669 -0.390054 -0.003 -0.018 0.008
H -3.140534 3.726058 0.591708 0.001 -0.014 0.019
H -2.965386 3.508531 -1.151685 -0.030 0.061 -0.010
H 0.969654 3.598023 1.621984 0.001 0.041 -0.034
H -0.609838 3.645350 2.379466 -0.156 -0.022 0.084
H -2.044224 5.683272 2.273570 0.016 -0.023 -0.002
H -2.106118 8.133789 2.106508 0.032 -0.002 -0.011
H -0.154975 9.375874 1.207665 0.002 -0.018 -0.004
H 1.856063 8.122133 0.478974 -0.018 -0.013 0.007
H 1.910687 5.660791 0.646981 -0.012 0.019 0.015